[1]
{"formula": "C10H40AgN16O10", "method": "ωB97M-V with the def2-TZVPD basis set", "gap_ha": [0.3868, 0.2746], "spin_multiplicity": 2, "s2": 0.753, "charge": 2, "symbols": ["Ag", "C", "O", "N", "N", "H", "H", "H", "H", "C", "O", "N", "N", "H", "H", "H", "H", "C", "O", "N", "N", "H", "H", "H", "H", "C", "O", "N", "N", "H", "H", "H", "H", "C", "O", "N", "N", "H", "H", "H", "H", "C", "O", "N", "N", "H", "H", "H", "H", "C", "O", "N", "N", "H", "H", "H", "H", "C", "O", "N", "N", "H", "H", "H", "H", "C", "O", "H", "H", "H", "H", "C", "O", "H", "H", "H", "H"], "positions_angstrom": [[-17.171, -5.576, 4.631], [-19.032, -0.051, 0.860], [-19.354, -0.907, 1.704], [-18.435, -0.262, -0.316], [-19.315, 1.253, 1.111], [-18.074, 0.522, -0.782], [-17.863, -1.052, -0.457], [-18.971, 2.043, 0.623], [-19.713, 1.562, 2.025], [-19.315, -5.153, 1.930], [-18.220, -5.662, 2.201], [-19.511, -3.871, 1.599], [-20.461, -5.903, 1.885], [-18.830, -3.210, 1.953], [-20.350, -3.382, 1.346], [-20.258, -6.841, 1.568], [-21.362, -5.492, 1.526], [-20.122, -4.976, 5.657], [-19.143, -5.766, 5.561], [-20.314, -3.938, 4.797], [-21.148, -5.192, 6.462], [-19.749, -3.872, 3.985], [-21.092, -3.314, 4.823], [-22.070, -4.827, 6.304], [-21.165, -5.782, 7.298], [-14.712, -5.434, 2.785], [-15.085, -5.688, 3.950], [-15.483, -4.957, 1.846], [-13.450, -5.377, 2.468], [-15.048, -4.800, 0.947], [-16.463, -5.234, 1.922], [-13.119, -5.275, 1.580], [-12.768, -5.615, 3.152], [-11.828, -5.137, 6.632], [-12.631, -4.972, 5.725], [-11.942, -4.639, 7.861], [-10.787, -5.967, 6.478], [-11.386, -4.960, 8.600], [-12.371, -3.770, 8.097], [-10.274, -6.226, 7.333], [-11.021, -6.745, 5.840], [-16.490, -8.511, 5.077], [-17.400, -7.747, 4.632], [-15.217, -8.200, 4.912], [-16.916, -9.583, 5.794], [-14.552, -8.718, 5.390], [-14.902, -7.306, 4.634], [-16.338, -10.216, 6.337], [-17.901, -9.916, 5.687], [-17.489, -2.554, 4.962], [-17.567, -3.533, 4.177], [-18.114, -1.421, 4.702], [-16.818, -2.610, 6.163], [-18.382, -1.287, 3.710], [-17.829, -0.524, 5.172], [-16.606, -1.768, 6.687], [-16.200, -3.396, 6.272], [-23.043, -2.704, 2.487], [-22.477, -3.334, 3.320], [-22.342, -1.917, 1.574], [-24.416, -2.795, 2.264], [-22.809, -1.405, 0.838], [-21.443, -1.498, 1.852], [-25.070, -3.189, 2.925], [-24.823, -2.192, 1.565], [-15.406, -6.180, 7.473], [-15.202, -5.211, 6.484], [-16.165, -6.928, 7.109], [-14.490, -6.666, 7.885], [-15.858, -5.739, 8.339], [-14.285, -5.128, 6.187], [-15.478, 2.592, 4.080], [-16.232, 1.530, 4.717], [-15.702, 2.717, 3.065], [-15.532, 3.547, 4.593], [-14.438, 2.384, 4.273], [-16.735, 2.019, 5.409]], "mulliken_charge": [1.476, 0.684, -0.683, -0.438, -0.458, 0.218, 0.237, 0.173, 0.245, 0.309, -0.791, -0.118, -0.374, 0.057, 0.096, 0.292, 0.210, 0.519, -0.449, 0.241, -0.385, -0.192, 0.178, 0.169, 0.269, 0.585, -0.461, -0.266, -0.432, 0.222, 0.325, 0.162, 0.200, 0.700, -0.674, -0.375, -0.491, 0.152, 0.228, 0.230, 0.238, 0.610, -0.735, -0.132, -0.417, 0.203, 0.118, 0.181, 0.263, 0.412, -0.290, -0.280, -0.247, 0.099, 0.153, 0.259, 0.092, 0.502, -0.594, -0.358, -0.441, 0.205, 0.230, 0.253, 0.159, -0.658, -0.303, 0.127, 0.217, 0.326, 0.221, -0.679, -0.466, 0.230, 0.311, 0.279, 0.320]}

[2]
{"formula": "C10H40F3N20O10Y", "method": "ωB97M-V with the def2-TZVPD basis set", "gap_ha": 0.2419, "charge": 0, "symbols": ["Y", "F", "F", "F", "C", "O", "N", "N", "H", "H", "H", "H", "C", "O", "N", "N", "H", "H", "H", "H", "C", "O", "N", "N", "H", "H", "H", "H", "C", "O", "N", "N", "H", "H", "H", "H", "C", "O", "N", "N", "H", "H", "H", "H", "C", "O", "N", "N", "H", "H", "H", "H", "C", "O", "N", "N", "H", "H", "H", "H", "C", "O", "N", "N", "H", "H", "H", "H", "C", "O", "N", "N", "H", "H", "H", "H", "C", "O", "N", "N", "H", "H", "H", "H"], "positions_angstrom": [[4.347, -2.768, 9.840], [6.006, -3.600, 11.209], [3.309, -0.822, 10.642], [3.957, -1.663, 7.851], [6.906, -4.573, 8.362], [5.925, -3.851, 8.459], [6.826, -5.687, 7.625], [8.067, -4.336, 8.927], [7.633, -6.293, 7.660], [5.911, -5.952, 7.288], [8.863, -4.949, 8.831], [8.077, -3.435, 9.383], [9.736, -3.798, 12.502], [10.957, -3.664, 12.655], [8.784, -3.006, 12.971], [9.263, -4.506, 11.513], [7.816, -3.237, 12.798], [8.967, -2.162, 13.494], [8.283, -4.430, 11.279], [9.838, -5.215, 11.080], [7.325, -0.755, 9.956], [6.307, -1.179, 9.547], [7.464, -0.275, 11.189], [8.446, -0.989, 9.302], [8.375, -0.156, 11.609], [6.626, -0.239, 11.752], [9.318, -0.625, 9.659], [8.425, -1.173, 8.309], [0.671, -3.651, 8.904], [1.531, -3.184, 9.600], [0.869, -4.731, 8.287], [-0.534, -3.183, 8.653], [0.112, -4.926, 7.647], [1.747, -5.230, 8.292], [-0.817, -2.373, 9.185], [-0.986, -3.358, 7.767], [3.999, -6.118, 10.045], [3.535, -5.064, 9.725], [4.757, -6.253, 11.035], [3.783, -7.166, 9.400], [4.974, -7.175, 11.387], [5.201, -5.440, 11.438], [4.109, -8.078, 9.690], [3.403, -7.050, 8.472], [9.933, -7.428, 14.380], [10.113, -8.170, 13.425], [8.838, -6.804, 14.681], [10.783, -7.346, 15.327], [8.063, -6.699, 14.043], [8.702, -6.443, 15.615], [10.802, -6.529, 15.920], [11.560, -7.886, 14.972], [4.850, 2.137, 8.792], [5.410, 3.182, 8.633], [4.777, 1.589, 9.990], [4.228, 1.427, 7.894], [4.270, 0.732, 10.158], [5.275, 2.121, 10.690], [3.950, 1.846, 7.018], [3.990, 0.460, 8.065], [9.097, -7.697, 9.610], [9.114, -7.410, 8.449], [8.002, -8.099, 10.269], [10.102, -7.615, 10.409], [7.241, -8.423, 9.691], [7.927, -8.071, 11.276], [9.955, -7.737, 11.401], [11.022, -7.478, 10.018], [3.218, -3.798, 13.071], [3.327, -3.255, 11.990], [2.139, -3.828, 13.795], [4.144, -4.348, 13.764], [1.233, -3.489, 13.505], [2.175, -4.491, 14.556], [3.913, -4.838, 14.616], [5.002, -4.403, 13.233], [4.499, 0.566, 13.730], [5.331, 0.928, 12.913], [3.386, 0.091, 13.311], [4.664, 0.408, 15.059], [2.803, -0.407, 13.968], [3.207, -0.059, 12.328], [5.602, 0.250, 15.398], [3.879, 0.027, 15.569]], "mulliken_charge": [1.884, -0.227, -0.860, -0.813, 0.572, -0.597, -0.359, -0.141, 0.225, 0.217, 0.182, -0.085, 0.635, -0.732, -0.279, -0.039, 0.055, 0.223, 0.002, 0.006, 0.523, -0.351, -0.192, -0.470, 0.167, 0.031, 0.139, 0.299, 0.457, -0.392, -0.266, -0.493, 0.091, 0.164, 0.253, 0.156, 0.567, -0.243, -0.017, -0.409, 0.156, -0.339, 0.140, 0.250, 0.797, -0.762, -0.312, -0.521, 0.104, 0.170, 0.224, 0.257, 0.569, -0.749, -0.106, -0.255, 0.086, 0.089, 0.192, 0.160, 0.594, -0.777, -0.247, -0.235, 0.181, 0.139, 0.105, 0.214, 0.510, -0.248, -0.444, -0.361, 0.268, 0.101, 0.148, 0.074, 0.656, -0.679, -0.203, -0.506, 0.139, 0.157, 0.218, 0.163]}

[3]
{"formula": "C10H40O10", "method": "ωB97M-V with the def2-TZVPD basis set", "e_above_lowest_ev": 3.314, "gap_ha": 0.3733, "smiles": "CO.CO.CO.CO.CO.CO.CO.CO.CO.CO", "charge": 0, "symbols": ["C", "O", "H", "H", "H", "H", "C", "O", "H", "H", "H", "H", "C", "O", "H", "H", "H", "H", "C", "O", "H", "H", "H", "H", "C", "O", "H", "H", "H", "H", "C", "O", "H", "H", "H", "H", "C", "O", "H", "H", "H", "H", "C", "O", "H", "H", "H", "H", "C", "O", "H", "H", "H", "H", "C", "O", "H", "H", "H", "H"], "positions_angstrom": [[19.416, -5.274, -6.173], [18.919, -3.999, -6.531], [20.292, -5.547, -6.776], [19.861, -5.243, -5.176], [18.647, -6.047, -6.201], [18.553, -4.058, -7.428], [20.305, -0.210, -8.326], [20.194, -1.403, -9.072], [21.278, 0.251, -8.490], [19.495, 0.495, -8.522], [20.309, -0.418, -7.245], [19.274, -1.684, -8.998], [21.876, -4.427, -9.668], [21.383, -3.556, -10.661], [21.175, -5.230, -9.435], [22.873, -4.804, -9.903], [21.982, -3.895, -8.713], [21.442, -2.645, -10.361], [23.121, -7.800, -7.744], [22.635, -6.743, -6.927], [23.241, -7.374, -8.742], [24.084, -8.167, -7.386], [22.376, -8.594, -7.860], [22.378, -7.123, -6.071], [22.988, -8.138, -3.581], [21.913, -7.537, -4.314], [23.883, -8.081, -4.197], [23.188, -7.628, -2.640], [22.749, -9.188, -3.406], [21.282, -7.186, -3.681], [17.056, -0.775, -7.441], [17.225, -1.088, -8.819], [17.679, 0.050, -7.082], [16.008, -0.584, -7.217], [17.436, -1.603, -6.841], [17.178, -0.286, -9.348], [18.746, -8.323, -8.386], [19.123, -9.405, -7.551], [19.432, -7.476, -8.303], [18.618, -8.644, -9.423], [17.765, -7.975, -8.059], [19.888, -9.835, -7.942], [17.791, -4.728, -10.098], [17.573, -3.845, -8.991], [17.414, -5.702, -9.788], [17.253, -4.401, -10.985], [18.859, -4.811, -10.308], [17.415, -2.941, -9.292], [15.496, -3.591, -5.785], [14.908, -3.830, -7.067], [15.808, -2.551, -5.697], [14.807, -3.784, -4.964], [16.332, -4.282, -5.667], [15.662, -3.947, -7.656], [19.148, -1.378, -4.062], [18.295, -2.488, -4.278], [19.014, -0.632, -4.855], [18.931, -0.963, -3.082], [20.210, -1.654, -4.087], [18.555, -2.898, -5.119]], "mulliken_charge": [-0.452, -0.115, -0.004, 0.261, 0.386, 0.111, -0.620, -0.436, 0.293, 0.260, 0.188, 0.349, -0.278, -0.562, -0.074, 0.337, 0.252, 0.317, -0.551, -0.399, 0.201, 0.317, 0.163, 0.315, -0.627, -0.489, 0.254, 0.278, 0.264, 0.286, -0.118, -0.558, 0.348, 0.411, -0.340, 0.262, -0.434, -0.533, 0.064, 0.394, 0.230, 0.291, -0.560, -0.509, 0.192, 0.329, 0.123, 0.224, -0.236, -0.589, 0.104, 0.366, 0.008, 0.366, -0.475, -0.482, 0.104, 0.276, 0.251, 0.270]}